(1)
A cluster of 7 separate species, C20H43N2O8PS6 in total at a distorted geometry, computed with wB97M-V/def2-TZVPD.

```
80
Properties=species:S:1:pos:R:3:forces:R:3
S 0.704932 -2.164260 7.894232 -0.1 0.1 -0.1
S 3.957911 4.571534 -1.911687 -0.2 -0.1 0.1
S -2.459553 1.219006 4.470568 0.1 0.0 0.0
S 1.567003 1.468537 0.895836 -0.2 -0.1 -0.1
S -0.001932 -3.361025 -0.623427 0.2 0.0 -0.2
S -3.507046 -1.738548 -1.745618 0.0 0.1 0.0
P 0.076938 -0.403313 -7.856439 -3.6 -1.7 -1.0
O 2.616864 4.567222 -2.573693 0.4 0.3 0.2
O 3.195662 -1.668793 -6.298602 -4.5 1.9 0.5
O -0.802421 -2.894679 -5.359402 2.5 3.7 -1.3
O 0.764591 -2.078328 -0.574494 -0.2 -0.3 0.0
O -0.630475 -2.170757 7.222577 0.2 0.1 0.2
O -3.708446 -0.276129 -1.984354 0.0 -0.4 0.1
O -1.002190 1.559495 4.444815 -0.3 -0.2 0.0
O 2.094259 1.955878 -0.417606 -0.2 0.1 0.3
N -1.438715 -0.774613 -8.296408 2.1 -0.2 1.3
N 0.777639 -1.653174 -6.781438 0.8 -0.2 -0.3
C -0.347966 1.589060 -3.248872 2.1 -2.7 -2.6
C 0.004731 -0.512497 -4.796882 1.4 1.5 0.9
C -2.831486 0.551884 6.105202 0.1 -0.1 0.1
C -3.521914 -2.003157 0.040178 -0.1 0.1 0.1
C -0.141752 0.948898 0.633715 -0.2 0.0 -0.2
C 1.062250 -4.653980 0.051844 0.1 0.0 0.1
C -0.145344 -1.866608 -5.613037 -2.0 0.0 1.5
C 2.051053 -1.213073 -6.110891 1.6 0.6 0.8
C 2.087792 1.150096 -4.472220 -3.9 -1.7 0.6
C 0.417789 -1.977458 9.666934 -0.1 0.0 0.1
C 1.144636 1.971889 -3.524701 -1.4 -2.4 -1.3
C -0.952444 0.292491 -3.902444 3.9 0.8 -0.6
C 3.686208 4.782171 -0.141928 -0.1 0.1 0.2
C -5.080141 -2.562256 -2.070576 -0.1 0.0 0.0
C 4.690057 6.199562 -2.184109 -0.1 0.1 -0.1
C -2.667952 -0.338743 3.581269 0.1 -0.1 0.0
C 1.170403 2.920960 1.894706 -0.1 0.1 0.0
C 1.426198 -0.527708 7.646521 0.0 0.1 0.0
C 1.482291 -0.112242 -5.110932 -1.4 1.9 2.6
C 0.040545 -3.953062 -2.327762 0.0 0.1 0.0
H -0.704928 1.747739 0.146772 0.1 0.1 0.0
H 3.162369 1.430157 -4.706008 -1.7 -0.2 0.6
H 2.029513 -4.642593 -0.453879 -0.1 0.1 0.0
H 2.100671 3.432023 2.145601 0.0 -0.1 0.0
H 4.908541 6.305718 -3.247197 0.0 -0.1 0.1
H -5.295981 -2.485501 -3.136912 0.1 0.0 0.1
H -5.004559 -3.614849 -1.792069 0.1 0.0 0.0
H 5.617373 6.281588 -1.614528 0.0 -0.1 0.0
H -4.416867 -1.554895 0.476091 0.0 0.0 -0.1
H -3.857935 0.181319 6.123316 0.0 0.1 -0.1
H 0.526130 3.597883 1.330151 0.0 -0.1 -0.1
H 0.830146 -0.326475 -9.083644 0.5 0.1 1.2
H -0.140328 0.064660 -0.007007 0.2 0.0 0.0
H 1.207435 -4.461306 1.115644 -0.1 0.1 -0.1
H 3.048004 5.650052 0.037106 0.0 0.0 -0.1
H -0.598107 0.698872 1.593596 0.2 0.1 0.1
H -0.536088 -3.264800 -2.946777 0.0 0.0 0.1
H -2.028732 -0.061826 -3.750156 1.8 0.8 -0.1
H 1.372837 -1.848158 10.179086 0.0 0.0 -0.1
H -3.699867 -0.679865 3.681083 0.0 0.1 0.0
H -0.407316 -4.947170 -2.379538 0.0 0.0 0.1
H -1.717664 -1.670985 -7.870471 0.0 0.5 -0.4
H 0.671708 2.605570 2.813835 0.0 -0.1 0.0
H -1.982984 -1.089949 3.979279 0.0 0.1 0.1
H 3.990324 6.979448 -1.878311 0.0 -0.1 0.0
H -0.069599 -2.881192 10.034715 0.1 0.0 -0.1
H -2.724226 1.352947 6.837852 0.0 0.0 -0.2
H -1.016023 2.228782 -2.581692 1.2 -1.0 -1.1
H 0.010142 0.874932 -7.205201 1.0 -0.5 -0.3
H -2.444823 -0.166780 2.527752 -0.1 0.1 0.1
H -5.878221 -2.079473 -1.503426 0.1 0.0 0.0
H -3.496744 -3.073776 0.250109 0.0 0.0 -0.1
H 1.651114 -0.407165 6.586322 -0.1 -0.1 0.1
H -0.227688 -1.116685 9.851751 0.0 0.0 -0.1
H 0.718195 0.242956 7.956516 0.0 -0.1 0.0
H 2.348942 -0.445158 8.223564 0.0 -0.1 0.0
H 0.581856 -5.625535 -0.077050 0.0 0.1 0.0
H 1.071239 -3.985482 -2.685534 0.0 0.0 0.1
H 3.195900 3.886503 0.237640 0.1 0.0 -0.3
H -2.135909 -0.255587 6.346291 0.0 0.0 -0.1
H -2.635620 -1.530720 0.465623 0.0 0.0 -0.2
H 4.646474 4.910950 0.361362 0.0 0.0 -0.1
H 1.551318 2.899544 -3.002533 -0.5 -1.4 -0.9
```
Positions in Å, forces in eV/Å.

Computed properties:
HOMO-LUMO gap: 7.81 eV
HOMO level: -8.13 eV
DFT total energy: -115087.29365 eV

(2)
A structure of composition C20H43O2P3Sm at a distorted geometry, computed with wB97M-V/def2-TZVPD.

```
69
Properties=species:S:1:pos:R:3:forces:R:3
Sm -1.150248 0.746645 0.562896 1.0 -2.2 2.1
P 1.048361 -0.535051 2.095354 1.2 0.0 0.6
P -0.214302 -1.137042 -1.452441 0.7 -0.4 -0.9
P -2.950628 -1.575509 1.151286 -0.9 0.2 0.1
O -2.921775 1.596078 1.428642 -2.3 -0.1 1.2
O 6.048144 -0.099509 -0.830120 0.3 0.0 0.1
C 2.537544 0.536034 1.798388 -0.3 -0.1 0.0
C 4.825575 1.720087 -3.725935 0.2 -0.1 0.2
C -0.970534 -0.862668 -3.099629 -0.1 0.1 0.3
C 1.624688 -2.270726 1.881704 -0.2 0.0 -0.1
C 1.568541 -0.762614 -1.815694 -0.3 0.1 0.3
C 7.078439 1.750882 -2.044717 -0.7 -0.3 -0.1
C -0.889856 2.331900 -1.430070 -2.8 0.8 -1.7
C -4.260887 -1.123903 2.368795 0.5 -0.2 0.1
C -0.250735 -2.960386 -1.338060 -0.1 0.0 0.3
C -3.946406 -1.839338 -0.382002 0.3 -0.1 0.0
C 6.057353 0.794597 -1.869875 0.0 0.5 -0.3
C 4.953447 0.749215 -2.729539 0.4 0.5 0.2
C -4.048048 2.140962 3.407378 -0.2 -0.4 1.0
C -5.109786 2.277843 1.016245 -1.0 -0.2 -0.6
C -2.179059 1.804487 -1.486268 0.8 2.9 -2.4
C 0.720243 -0.371202 3.898883 -0.2 0.0 -0.1
C -2.441212 -3.189077 1.796186 0.3 -0.1 0.0
C 6.935689 2.706624 -3.052763 -0.2 -0.3 -0.1
C -4.085484 1.841924 1.967030 3.0 1.7 -0.9
C 5.811173 2.696523 -3.889994 0.0 0.0 0.1
H 3.945047 1.699546 -4.370268 0.3 0.0 0.0
H -5.183660 1.622745 0.134350 0.2 0.1 0.3
H 1.561641 -0.677884 4.542803 -0.2 0.1 -0.4
H 2.251492 1.580700 2.019955 0.2 -0.4 -0.1
H -5.008242 2.250397 3.912011 -0.1 0.0 -0.4
H -3.014600 2.414178 -1.067648 0.9 -0.8 0.5
H 4.215707 -0.037537 -2.585734 0.1 0.1 -0.1
H -1.723268 -3.623212 1.096646 -0.1 -0.2 0.2
H 7.707079 3.466142 -3.186927 -0.2 -0.2 0.0
H -0.150785 -0.994843 4.145768 0.2 0.2 0.1
H 5.710706 3.452482 -4.671426 0.0 -0.3 0.3
H -2.027270 -1.153770 -3.054786 0.2 0.0 -0.2
H 0.484666 0.683030 4.108120 0.0 -0.3 0.1
H 3.399083 0.262969 2.435493 -0.5 0.0 -0.3
H 2.429618 -2.548137 2.579098 -0.2 0.3 -0.1
H -3.466556 1.392210 3.969412 0.0 0.3 -0.3
H -4.753356 3.255498 0.644889 0.0 -0.1 0.2
H -5.125112 -1.786081 2.215639 0.2 0.3 0.2
H 6.871695 -0.012841 -0.328644 -0.1 -0.1 -0.1
H -0.905808 0.201177 -3.354265 0.0 -0.3 -0.2
H -1.291778 -3.303603 -1.334717 0.2 0.0 0.0
H 2.208830 -1.100985 -0.982329 -0.2 0.1 -0.5
H -2.567529 1.122243 -2.269684 0.9 0.0 0.6
H -4.543920 -0.087068 2.174733 -0.4 -0.5 0.2
H -0.732632 3.259832 -0.849605 -0.1 -0.5 0.2
H -6.116641 2.432607 1.399752 0.1 -0.1 0.3
H 7.948422 1.741687 -1.388141 -0.2 0.1 -0.1
H -4.807283 -2.511080 -0.210726 0.4 0.3 -0.1
H -0.449019 -1.461313 -3.857420 -0.2 0.2 0.2
H 0.231850 -3.297092 -0.412078 -0.1 0.0 -0.3
H -4.318735 -0.867506 -0.753009 0.1 -0.4 0.1
H -3.284789 -2.271384 -1.148721 -0.4 0.1 0.1
H 0.266357 -3.399001 -2.202507 -0.1 0.1 0.2
H -3.859548 -1.219792 3.402575 -0.4 0.1 -0.6
H 2.837878 0.462093 0.738884 0.0 0.1 0.4
H -3.502615 3.099287 3.510363 -0.2 -0.2 -0.2
H 1.988523 -2.421364 0.858261 -0.1 0.0 0.2
H -3.285581 -3.877364 1.958590 0.2 0.3 -0.2
H 1.855990 -1.275356 -2.752276 -0.1 0.2 0.5
H 1.695129 0.328903 -1.937648 0.1 -0.5 0.0
H 0.774105 -2.940103 2.070444 0.2 0.1 -0.1
H -1.943336 -3.004309 2.759168 -0.1 -0.2 -0.2
H -0.111995 2.177123 -2.184074 -0.1 -0.8 0.4
```
Positions in Å, forces in eV/Å.

Computed properties:
expectation value of S²: 8.767
HOMO-LUMO gap (spin up / spin down): 2.74 / 2.86 eV
HOMO level (spin up / spin down): -13.87 / -13.87 eV
spin multiplicity: 6
net charge: +3
DFT total energy: -71276.47913 eV
relative energy (zero: lowest compared OMol25 entry of this formula, charge and spin): 0.801 eV

(3)
A structure of composition C20H43O3OsS5Si at a distorted geometry, computed with wB97M-V/def2-TZVPD.

```
73
Properties=species:S:1:pos:R:3:forces:R:3
Os 0.127109 -0.046328 0.715502 0.9 -0.2 0.5
S -0.598355 2.130103 1.655383 0.1 0.1 0.4
S 0.783741 2.672084 -0.868494 -0.2 -0.5 0.3
S 0.678563 -2.166578 0.295932 -0.1 0.3 0.4
S 2.505622 0.173131 0.746499 -0.7 -0.2 0.1
S 0.379731 -0.134180 3.318370 0.1 0.2 -1.9
Si -1.423241 -2.829422 -0.113789 0.1 -0.2 0.2
O -1.859848 -1.220727 -0.051507 0.1 1.1 0.2
O -1.970074 -3.731313 1.056760 0.1 0.2 0.1
O -1.486235 -3.414001 -1.567107 0.1 0.2 -0.1
C -0.283578 -5.477328 -2.017997 0.0 0.3 0.3
C 2.301733 2.909694 0.099574 -0.1 0.1 -0.1
C -3.032537 -4.821061 2.895105 0.0 0.0 -0.1
C 3.146832 1.676840 -0.023924 0.1 0.0 -0.1
C -1.708438 1.684849 2.993011 -0.3 0.0 -0.3
C -2.954380 0.828815 -0.663574 0.0 -0.1 -0.1
C 2.952733 0.262956 2.495137 0.2 -0.1 0.0
C -4.194183 -0.947245 0.582357 0.1 -0.1 0.0
C -1.588915 -4.731323 -2.236128 0.1 -0.5 -0.5
C -2.772119 -5.499495 -1.677293 -0.1 0.3 0.3
C -0.234722 4.012633 -0.141726 0.0 0.0 -0.2
C -1.779356 -4.430844 -3.711865 -0.1 0.3 0.1
C -3.179659 -0.652797 -0.507414 -0.4 -0.1 0.0
C -1.175808 -3.184711 3.279548 0.0 0.1 -0.2
C -0.687207 -5.404795 2.222276 0.0 0.0 -0.1
C -1.705926 -4.290549 2.385100 0.0 -0.2 0.2
C 1.911035 0.849076 3.400895 0.0 0.1 0.4
C -0.817701 1.066616 4.042390 -0.1 -0.3 0.3
C -3.578184 -1.277417 -1.833868 0.2 -0.1 0.0
C -1.373983 3.420241 0.661001 -0.3 -0.3 -0.2
H -3.757001 -4.014653 3.017570 0.0 0.0 0.0
H -2.826320 -6.481867 -2.143240 0.0 0.0 0.0
H -0.951911 -3.831346 -4.092328 0.0 0.0 0.0
H -2.225078 2.574181 3.354213 0.1 0.0 0.1
H -4.474029 -0.782472 -2.207185 0.0 0.0 0.1
H -0.308872 -6.425724 -2.551698 0.0 0.0 0.0
H 0.418965 4.643000 0.457355 0.0 0.0 0.0
H -0.630828 4.606278 -0.965034 0.0 0.0 0.0
H 3.888456 0.817682 2.575245 0.0 0.0 0.0
H -2.885225 -5.309278 3.858177 0.0 0.0 0.0
H -2.036697 1.012837 -1.231252 0.0 0.1 0.0
H -1.883296 -2.348373 3.301316 0.0 0.0 0.0
H 1.667200 1.886117 3.182210 0.0 0.0 -0.1
H 3.262349 1.390690 -1.071743 0.1 0.0 0.0
H 3.154479 -0.776921 2.759563 0.1 0.0 0.1
H -1.038477 -3.555043 4.294913 0.0 0.0 0.0
H -1.413000 0.496134 4.755157 0.1 -0.1 0.0
H -4.278802 -2.021924 0.751880 -0.1 0.0 0.0
H -2.114743 2.992326 -0.004147 -0.1 0.1 0.0
H -2.905323 1.289510 0.320264 0.0 0.0 0.0
H -2.679341 -5.629859 -0.598204 0.0 -0.1 0.0
H -1.856800 4.133361 1.329499 0.1 0.0 0.0
H 2.032477 3.149736 1.127000 0.1 0.0 0.0
H -1.085814 -6.190325 1.580394 0.0 0.0 0.0
H -3.803234 -2.337739 -1.719198 0.0 0.0 -0.1
H -2.711818 -3.888545 -3.873156 0.0 0.0 -0.1
H 2.278381 0.787730 4.429110 -0.2 0.0 0.1
H 0.240564 -5.026147 1.782275 0.0 0.0 0.0
H 2.847733 3.752645 -0.330002 -0.1 0.1 0.0
H -0.235262 1.806425 4.589443 0.1 0.0 0.0
H -3.441462 -5.551722 2.197923 0.0 0.0 0.0
H -1.819508 -5.364871 -4.270109 0.0 0.0 0.0
H -5.175302 -0.573509 0.289028 0.0 0.0 0.0
H -0.132928 -5.684303 -0.953455 0.0 -0.1 0.0
H -3.708805 -4.974815 -1.876030 0.0 0.0 0.0
H -0.208718 -2.833942 2.904202 0.0 -0.1 0.1
H 4.147071 1.826141 0.386629 0.0 -0.1 0.0
H -3.909616 -0.470224 1.523489 0.0 0.0 0.0
H -2.788111 -1.164343 -2.576867 0.0 0.0 0.0
H -0.456069 -5.846405 3.191347 0.0 0.0 0.0
H -2.443734 0.963093 2.641162 -0.1 0.1 0.0
H -3.781015 1.280792 -1.212080 0.0 0.0 0.1
H 0.562110 -4.896050 -2.390094 0.0 0.0 0.0
```
Positions in Å, forces in eV/Å.

Computed properties:
HOMO-LUMO gap (spin up / spin down): 5.96 / 6.05 eV
HOMO level (spin up / spin down): -17.97 / -17.98 eV
net charge: +3
DFT total energy: -92078.87474 eV
relative energy (zero: lowest compared OMol25 entry of this formula, charge and spin): 0.974 eV